*A*
DFT (ωB97M-V with the def2-TZVPD basis set) results for 2 unconnected molecules or ions with the total composition C3H6N3O.

Geometry as XYZ:
```
13
Properties=species:S:1:pos:R:3
H 1.10464 -0.35533 -0.43000
C -0.01407 0.03998 -0.87052
O 2.42002 -0.97199 0.08447
N -0.11827 1.37597 -0.34747
H 0.51231 2.04590 -0.60487
N -1.08544 -0.67999 -0.46793
C -1.17751 1.30279 0.47686
H 1.53479 -2.63270 1.01250
H -2.49905 -0.36732 0.87232
C 2.40658 -1.97585 0.62617
H 0.03925 0.07100 -1.93094
H -1.45275 2.09028 1.14612
N -1.67050 0.05728 0.43330
```

Spin multiplicity   1
E_LUMO (alpha / beta)   -5.0902 / -3.9149 eV
HOMO (alpha / beta)   -12.144 / -12.615 eV
Net charge   +1

*B*
DFT (ωB97M-V with the def2-TZVPD basis set) results for a gas-phase ion, C3H6N3O (charge +1).

Geometry as XYZ:
```
13
Properties=species:S:1:pos:R:3
O -1.51793 1.02386 -0.17586
C -0.51639 1.80494 -0.01928
C 0.72584 1.22025 0.00657
H -2.72464 -1.96278 -0.32225
C -1.63073 -0.23568 -0.49564
H 1.93045 -1.82206 0.08623
N 1.89138 -0.78653 -0.20421
H 2.72827 -0.12296 -0.14740
H -0.84742 2.73996 -0.27604
N -2.36479 -1.08494 0.11696
N 0.81107 -0.11521 0.01774
H 1.66177 1.94016 0.12430
H -2.82734 -0.75127 0.90348
```

Spin multiplicity   1
E_LUMO (alpha / beta)   -5.3327 / -5.3353 eV
HOMO (alpha / beta)   -12.853 / -12.847 eV
Net charge   +1

Which one sits at the top of the stability order? *B* does.

*A*
DFT (ωB97M-V with the def2-TZVPD basis set) results for C11H23N5O3S in the gas phase.

Geometry as XYZ:
```
43
Properties=species:S:1:pos:R:3
H -1.55536 -2.10477 1.56400
C 3.57358 0.12873 -0.59274
C 2.00267 2.73837 0.46357
C -3.20067 0.86417 -0.52986
H 1.71760 2.29727 1.44839
N -2.19107 1.44498 -1.11741
C -1.72839 -2.40785 0.51209
C -1.85056 -1.15774 -0.34842
N 1.56339 -0.21084 0.79401
O 0.94789 -1.87941 2.20882
C -0.46141 3.90329 0.94971
O 4.33272 1.04095 -0.76905
H -2.64226 -3.03217 0.49657
H -0.99713 3.17409 0.27785
H 0.53919 -1.74107 -0.99941
N -3.06871 -0.45353 -0.03752
S 1.21830 4.34479 0.35718
H -4.58249 2.30150 -0.43416
O 4.04349 -1.14241 -0.59795
C -0.46001 -3.26660 0.15758
H -0.43049 3.43824 1.98657
C 0.72975 -2.37203 -0.13943
C 1.05715 -1.46708 1.07596
H 1.93151 -3.49815 -1.42465
H 0.56084 1.73484 -0.78542
H -0.66519 -3.86043 -0.73959
C 1.64529 1.75977 -0.67391
H -5.04575 0.87199 0.33005
H 2.10272 2.15055 -1.57851
H 3.07710 2.93492 0.45295
H -3.89852 -1.01372 -0.14616
H -0.23103 -3.89961 0.99571
H 3.30558 -1.80833 -0.42943
N -4.55005 1.30278 -0.46272
H 2.14993 -3.76980 0.16100
H -2.47400 2.40203 -1.39245
N 2.00632 -2.99602 -0.51964
H -1.03062 -0.42094 -0.15881
H -1.79777 -1.47553 -1.38095
H -1.04104 4.80962 1.11693
C 2.05515 0.28855 -0.46145
H 1.75588 0.32454 1.62084
H 1.58649 -0.27793 -1.25014
```

Spin multiplicity   1
E_LUMO   0.4850 eV
HOMO   -8.436 eV
Structure (SMILES)   [H]/N=C(\N)NCCC[C@H](N)C(=O)N[C@@H](CCSC)C(=O)O

*B*
DFT (ωB97M-V with the def2-TZVPD basis set) results for C11H23N5O3S in the gas phase.

Geometry as XYZ:
```
43
Properties=species:S:1:pos:R:3
S -0.80971 -4.94202 2.35323
N 1.10871 4.05707 -2.13943
H -2.49589 -4.11639 3.82793
N 2.60178 3.63254 -3.98329
H 1.68634 1.88542 2.15588
H 2.04296 0.05983 -1.75012
H 0.17949 4.41077 -2.08939
C 1.30760 2.78020 -1.48023
H -3.00557 -5.68106 1.74874
N -0.79500 0.14658 0.11553
C 1.55657 0.63877 0.77857
N 1.19565 5.47210 -3.97030
H 1.15519 6.25673 -3.36337
H 0.79286 1.61791 -3.22210
C 0.60387 -0.09160 -0.17043
H -0.93722 -3.37368 4.07095
H -2.33773 -4.54969 0.48541
H 0.66407 -2.27874 2.69930
H 0.41087 -0.54076 -2.26644
H -2.50616 -1.70837 3.24944
O 0.95611 1.47353 1.63786
C 0.56291 1.62165 -2.16132
H 1.74527 5.71371 -4.79209
H -0.52145 1.75115 -2.10270
H -0.72457 -2.42879 0.89927
H 0.94382 2.90054 -0.42255
H -1.17474 1.02402 -0.17832
C -2.11335 -2.41346 2.54040
C -2.10312 -5.39473 1.17958
N 0.20922 -1.42832 2.43174
C 1.69734 4.30360 -3.38797
C -1.57205 -0.47317 1.05451
H 0.83441 -1.14939 -0.03249
H 2.36799 2.58512 -1.42995
O 2.75074 0.51076 0.71536
H 2.78976 2.76706 -3.49926
H -1.72688 -6.22232 0.60868
O -2.67774 -0.03187 1.33844
C -1.65282 -3.65175 3.32063
H -0.00535 -0.94140 3.29388
C 0.94659 0.22275 -1.64485
C -1.01656 -1.75353 1.70606
H -2.93419 -2.66077 1.87519
```

Spin multiplicity   1
E_LUMO   0.5428 eV
HOMO   -8.829 eV
Structure (SMILES)   [H]/N=C(/N)NCCC[C@H](NC(=O)[C@@H](N)CCSC)C(=O)O

Which one sits at the top of the stability order? *B* does.

*A*
DFT (ωB97M-V with the def2-TZVPD basis set) results for a molecular structure, C29H26BCl7N11O3Ta.

Geometry as XYZ:
```
78
Properties=species:S:1:pos:R:3
H 0.61308 -4.35222 -1.96105
C -2.30429 -0.84433 5.89893
N 3.60257 -1.39938 -1.98687
C 2.99146 -1.73794 -4.13464
C -1.53043 -3.80646 -1.69314
C 2.92989 -1.15741 2.33360
N -0.68308 2.34728 1.69796
H -2.92245 5.83140 -1.64979
C -0.05278 0.99267 -3.81368
N 2.33815 -1.93128 -2.03635
H 0.29620 3.41905 0.00648
Cl -4.07239 -2.33446 4.47251
C -3.91412 3.93002 -1.71400
H 3.51284 2.39112 -1.14408
C -2.68698 -1.33949 4.65899
H 3.89469 -0.93196 0.33745
C -0.45201 0.31543 4.84338
Cl -3.21346 -1.23555 7.29752
H -0.84272 4.88139 -0.58466
C -3.80651 2.57571 -1.45743
H 5.88686 -0.48368 -2.65977
C -0.80122 -0.18597 3.58282
N -1.00421 -1.90319 -0.62405
Cl -2.40455 -1.50740 1.95771
H 1.52740 -2.69479 4.40930
H 2.11850 2.94583 -3.39433
H -4.82676 4.32471 -2.13729
H -3.93654 -2.90938 -0.12848
N 1.89821 -1.66012 0.45562
C 0.92164 1.17669 -2.70266
C 5.34420 -0.73708 -3.56733
C -1.63664 2.93176 -0.53783
H -3.98229 -2.70129 -1.87040
H 5.25190 0.15501 -4.18811
H 0.45390 0.51088 -4.65226
H -0.05720 -2.18380 3.81068
H -2.10225 -4.60692 -2.12789
C 1.94503 2.18150 -2.65379
Ta -1.10235 0.01662 0.56417
C 3.08041 -1.19113 0.98942
C -0.16847 -3.68923 -1.62478
H 1.05301 -1.00724 4.55613
C 1.60152 -1.62910 2.58451
B 1.51483 -2.01391 -0.86554
C -2.03354 -2.66010 -1.06933
N 1.27681 1.50617 0.27166
O -2.60146 1.62187 2.31460
C -1.18140 -0.01280 5.98049
C -1.92550 -1.00176 3.55682
H 0.99162 -2.52126 -3.59904
C -1.73461 2.44445 2.71235
Cl -0.26212 2.17765 0.25625
C 1.96350 -2.13332 -3.34619
Cl -5.10434 1.49740 -1.84637
C -3.49398 -2.35724 -0.96015
N 0.13255 -2.53827 -1.00502
H 5.92234 -1.46930 -4.13130
C 0.98491 -1.88733 3.91517
N -2.43514 0.67411 -0.58665
H -0.42541 1.95812 -4.15507
H 1.91154 1.50108 1.11742
O -0.19680 0.17197 2.47005
N 0.99525 0.32299 -1.73164
C 2.63945 1.91835 -1.56688
C -2.65074 2.03078 -0.89702
N 0.98396 -1.91354 1.46921
H -3.69527 -1.30096 -0.83756
C -1.70275 4.26190 -0.84715
C 3.99971 -1.28317 -3.22921
H 3.64773 -0.83057 3.06665
H -0.88625 0.36990 -3.49144
Cl -0.70396 0.61705 7.49802
Cl 0.93058 1.33228 4.92996
N 2.05017 0.83109 -0.81788
H -0.21349 1.71190 -0.98481
C -2.84914 4.77715 -1.42327
O -1.65102 3.20058 3.63014
H 3.04422 -1.76956 -5.20975
```

Expectation value of S²   0.7650
Spin multiplicity   2
E_LUMO (alpha / beta)   -4.0093 / -4.6303 eV
HOMO (alpha / beta)   -10.459 / -10.465 eV
Net charge   +1

*B*
DFT (ωB97M-V with the def2-TZVPD basis set) results for a molecular structure, C29H26BCl7N11O3Ta.

Geometry as XYZ:
```
78
Properties=species:S:1:pos:R:3
C -2.59716 3.10637 0.86661
H -5.07731 1.35012 -4.68587
C -0.97914 -1.98024 2.38121
Cl 2.69126 -1.77315 -4.11455
H -1.07258 -1.96291 3.45217
N 1.55391 0.88824 0.37108
C 2.86842 1.17696 0.29780
H -2.75994 3.43358 -2.01559
Cl 5.80992 -5.07285 -1.27087
N -1.17012 1.51453 1.41127
C 3.36032 1.35104 1.58818
C -1.77965 3.50458 -1.54364
H 0.06547 -3.26559 -1.52703
Cl 2.32700 -1.92728 1.29824
H 0.28306 -1.56023 6.71618
C -1.17148 -2.98795 1.45668
H -1.49318 -3.99695 1.64658
N 0.76826 0.83914 -4.22283
C 0.57186 -0.52403 6.87945
H 0.07288 -0.15642 7.77499
H 3.36168 2.21744 -1.50881
H 1.19337 0.63651 -5.11492
C -0.25180 1.96461 4.31572
Cl 4.89073 -3.90271 -3.99987
N -0.57483 -0.88311 1.73029
H 0.14672 2.42731 6.42211
C -0.85674 -2.42406 0.22483
C 1.39428 1.79737 -3.44635
B -0.22575 0.55206 2.17317
C -3.47357 0.91913 -3.36372
C 4.56889 -3.89604 -1.32730
C -3.00793 0.30622 -2.13836
N -0.93356 1.82618 0.10676
C -5.37208 -0.28236 -1.71951
H -3.36711 3.85609 0.91945
H -1.03156 3.10004 -2.21569
H -0.85351 -0.25287 -3.93105
C 2.48458 -1.97762 -1.41889
H -6.11265 -0.72345 -1.06765
H 4.69837 1.35256 -0.74343
H -1.46966 -2.42742 -1.82698
C 3.13018 -2.43112 -2.58050
C 3.63603 1.30896 -0.97362
Cl -3.65382 -0.91707 0.20607
C 0.05563 1.71226 5.62254
N 0.01905 -0.24359 4.50929
Cl -2.32903 1.62440 -4.44058
N 1.20842 0.88448 1.68146
C -4.79096 0.90156 -3.74526
H 4.37178 1.59146 1.86433
H 3.46833 0.46729 -1.64568
N -1.75094 0.31524 -1.76962
N -0.29687 0.77310 3.65702
H -2.52328 2.14763 2.88490
C 2.28317 1.15423 2.42704
H 0.58848 -1.07560 -3.69087
H -0.42498 2.89953 3.80831
H 2.20999 1.18247 3.50207
C -4.05247 -0.28153 -1.33343
N 0.09077 -0.19666 -3.56264
C 3.97515 -3.43484 -0.15766
O 1.48351 -1.08613 -1.54016
C -0.92683 -3.06262 -1.12157
C 0.21563 0.30734 5.69202
C -1.78232 2.81537 -0.22478
C -5.74292 0.29987 -2.92516
H 1.64676 -0.49610 7.06393
C -2.18080 2.25718 1.86993
O 2.19673 2.57211 -3.87291
O 0.95782 1.76606 -2.17605
Cl 4.51393 -4.04653 1.35020
N -0.49789 -1.14611 0.40368
C 2.95396 -2.48076 -0.19628
H -6.78105 0.29303 -3.22732
Ta 0.12499 0.30414 -1.19627
H -1.56551 4.56335 -1.39409
H -1.45928 -4.00863 -1.05058
C 4.14895 -3.37665 -2.54762
```

Expectation value of S²   0.7928
Spin multiplicity   2
E_LUMO (alpha / beta)   -3.6105 / -5.2763 eV
HOMO (alpha / beta)   -11.253 / -11.359 eV
Net charge   +1

Which one sits at the top of the stability order? *B* does.

*A*
DFT (ωB97M-V with the def2-TZVPD basis set) results for 2 unconnected molecules or ions with the total composition C2H3FINO.

Geometry as XYZ:
```
9
Properties=species:S:1:pos:R:3
I -2.49324 -1.05775 0.22975
H 0.88203 -0.58198 1.15046
O -0.51693 2.62505 -0.38537
F 2.21947 -1.32401 -0.25427
H 0.90518 0.30099 -0.32928
H 0.24886 -1.35298 -0.36583
C -1.16572 0.46328 0.09012
C 0.95969 -0.68275 0.12265
N -1.03934 1.61014 -0.25822
```

Spin multiplicity   1
E_LUMO   -0.9150 eV
HOMO   -9.745 eV
Structure (SMILES)   [O-][N+]#CI.CF

*B*
DFT (ωB97M-V with the def2-TZVPD basis set) results for a molecular structure, C2H3FINO.

Geometry as XYZ:
```
9
Properties=species:S:1:pos:R:3
I 0.16226 3.16886 -0.21081
H 0.21874 -1.53016 -1.09691
C -0.53138 0.10187 -0.16053
N 0.96619 1.28270 0.09748
H 1.06565 1.16489 1.09012
O -1.41448 0.68587 -0.64909
F 0.73667 -1.65601 0.86005
H -0.99407 -1.94059 0.09720
C -0.20957 -1.27743 -0.02750
```

Spin multiplicity   1
E_LUMO   -0.1397 eV
HOMO   -8.914 eV

Which one sits at the top of the stability order? *B* does.